*one*
Entry from the OMol25 dataset: 4 unconnected molecules or ions with the total composition C24H60N4O8 (ωB97M-V with the def2-TZVPD basis set).

Summary:
**Gap between HOMO and LUMO**: 8.96 eV
**SMILES**: COCCNCCOC.COCCNCCOC.COCCNCCOC.COCCNCCOC
**LUMO**: 0.68 eV
**HOMO level**: -8.28 eV

Each line ends with the Mulliken charge.
Cartesian coordinates (Å):
C: 15.540 -27.365 -22.678  -0.785
O: 14.506 -26.970 -21.796  -0.264
C: 13.210 -27.087 -22.439  -0.558
C: 12.153 -26.284 -21.678  -0.914
N: 12.060 -24.811 -21.996  -0.288
C: 13.310 -24.064 -22.066  -0.470
C: 13.879 -23.783 -20.681  -0.386
O: 15.199 -23.302 -20.866  -0.387
C: 16.370 -24.175 -20.743  -0.492
H: 15.546 -26.653 -23.503  0.323
H: 15.359 -28.372 -23.055  0.352
H: 16.467 -27.418 -22.106  0.218
H: 12.957 -28.146 -22.398  0.506
H: 13.026 -26.704 -23.443  0.338
H: 12.446 -26.382 -20.633  0.276
H: 11.111 -26.542 -21.868  0.455
H: 11.249 -24.586 -22.554  0.258
H: 13.076 -23.118 -22.553  0.423
H: 14.029 -24.412 -22.807  0.161
H: 13.785 -24.686 -20.078  0.317
H: 13.353 -22.923 -20.267  0.247
H: 16.356 -24.754 -21.666  0.109
H: 16.156 -24.828 -19.897  0.277
H: 17.345 -23.721 -20.563  0.283
C: 17.620 -14.122 -28.415  -0.766
O: 17.164 -14.748 -29.544  -0.275
C: 15.832 -15.233 -29.470  -0.633
C: 15.598 -15.895 -30.832  -0.424
N: 16.555 -16.997 -31.171  -0.324
C: 16.442 -17.501 -32.569  -0.751
C: 15.057 -18.091 -32.922  -0.564
O: 14.119 -17.026 -33.028  -0.267
C: 12.961 -17.429 -33.620  -0.789
H: 18.666 -14.039 -28.711  0.256
H: 17.609 -14.708 -27.497  0.295
H: 17.181 -13.163 -28.141  0.280
H: 15.100 -14.470 -29.206  0.396
H: 15.713 -16.111 -28.836  0.289
H: 15.603 -15.103 -31.581  0.275
H: 14.626 -16.389 -30.791  0.290
H: 17.430 -16.749 -30.731  0.252
H: 17.242 -18.237 -32.639  0.449
H: 16.604 -16.696 -33.285  0.327
H: 14.630 -18.718 -32.139  0.365
H: 15.256 -18.565 -33.883  0.463
H: 12.501 -18.265 -33.093  0.296
H: 13.221 -17.606 -34.664  0.304
H: 12.305 -16.566 -33.728  0.257
C: 27.819 -35.765 -30.175  -0.694
O: 26.551 -35.496 -30.801  -0.384
C: 26.200 -34.108 -31.060  -0.722
C: 25.508 -33.478 -29.862  -0.309
N: 24.063 -33.513 -29.928  -0.381
C: 23.530 -32.806 -28.708  -0.673
C: 22.259 -32.065 -29.183  -0.545
O: 21.901 -31.091 -28.223  -0.345
C: 21.236 -29.912 -28.802  -0.753
H: 28.039 -35.035 -29.396  0.344
H: 28.599 -35.777 -30.937  0.263
H: 27.801 -36.763 -29.738  0.236
H: 25.533 -34.188 -31.918  0.330
H: 27.128 -33.630 -31.374  0.335
H: 25.905 -32.465 -29.800  0.337
H: 25.955 -34.064 -29.058  0.313
H: 23.594 -34.405 -29.988  0.267
H: 24.209 -32.129 -28.190  0.377
H: 23.401 -33.682 -28.073  0.384
H: 21.422 -32.763 -29.216  0.293
H: 22.327 -31.747 -30.223  0.430
H: 20.416 -30.179 -29.469  0.308
H: 21.952 -29.428 -29.466  0.319
H: 20.829 -29.154 -28.132  0.267
C: 18.535 -15.749 -22.757  -0.721
O: 17.803 -16.840 -23.317  -0.332
C: 18.461 -18.087 -23.613  -0.365
C: 17.475 -19.050 -24.379  -0.715
N: 17.836 -19.345 -25.737  -0.234
C: 18.915 -20.340 -25.890  -0.641
C: 19.131 -20.609 -27.332  -0.577
O: 19.919 -21.683 -27.693  -0.399
C: 21.173 -21.765 -26.935  -0.674
H: 18.575 -16.006 -21.698  0.306
H: 18.151 -14.731 -22.817  0.261
H: 19.478 -15.569 -23.273  0.285
H: 18.808 -18.647 -22.746  0.299
H: 19.299 -17.896 -24.283  0.307
H: 16.504 -18.557 -24.353  0.456
H: 17.327 -19.984 -23.837  0.281
H: 17.090 -19.601 -26.369  0.243
H: 18.844 -21.269 -25.324  0.380
H: 19.757 -19.891 -25.362  0.316
H: 19.427 -19.657 -27.772  0.357
H: 18.168 -20.803 -27.805  0.345
H: 21.679 -22.715 -27.109  0.266
H: 21.060 -21.676 -25.854  0.274
H: 21.891 -21.042 -27.321  0.282



*two*
Entry from the OMol25 dataset: a molecular structure, C24H60N4O8 (ωB97M-V with the def2-TZVPD basis set).

Summary:
**Gap between HOMO and LUMO**: 8.80 eV
**LUMO**: 0.72 eV
**HOMO level**: -8.08 eV

Each line ends with the Mulliken charge.
Cartesian coordinates (Å):
C: 5.097 -2.080 0.091  -0.729
O: 4.429 -2.246 -1.090  -0.485
C: 2.999 -2.240 -0.900  1.249
C: 2.363 -1.735 -2.206  -0.780
N: 3.188 -0.749 -2.842  0.016
C: 2.808 -0.338 -4.238  -0.301
C: 4.044 0.251 -4.906  -1.102
O: 4.956 -0.707 -5.425  -0.393
C: 6.160 -0.075 -5.895  -0.823
H: 4.730 -2.799 0.823  0.304
H: 4.863 -1.043 0.331  0.256
H: 6.162 -2.287 -0.012  0.271
H: 2.661 -1.658 -0.042  -1.171
H: 2.698 -3.278 -0.760  0.483
H: 1.354 -1.389 -1.983  0.252
H: 2.200 -2.660 -2.759  0.432
H: 4.172 -0.974 -2.789  0.328
H: 1.951 0.332 -4.173  0.186
H: 2.592 -1.178 -4.899  0.419
H: 4.421 1.048 -4.264  0.410
H: 3.875 0.921 -5.749  0.730
H: 6.895 -0.130 -5.093  0.299
H: 6.179 1.006 -6.030  0.370
H: 6.518 -0.663 -6.741  0.249
C: 0.529 7.512 0.278  -0.818
O: 0.272 6.227 -0.334  -0.276
C: -1.173 6.062 -0.732  -0.491
C: -1.294 4.924 -1.671  -0.796
N: -0.847 3.582 -1.294  -0.059
C: -1.307 2.440 -2.205  -0.978
C: -0.569 1.093 -2.066  0.039
O: 0.736 1.081 -2.700  -0.348
C: 1.899 1.592 -1.976  0.260
H: 0.625 7.355 1.353  0.274
H: -0.024 8.400 -0.028  0.324
H: 1.530 7.718 -0.100  0.266
H: -1.538 6.913 -1.307  0.381
H: -1.817 5.905 0.134  0.290
H: -0.864 5.105 -2.656  0.484
H: -2.356 4.840 -1.905  0.407
H: 0.153 3.448 -1.251  -0.124
H: -1.009 2.977 -3.106  0.491
H: -2.392 2.336 -2.216  0.374
H: -1.033 0.386 -2.754  0.337
H: -0.416 0.699 -1.062  -0.211
H: 2.778 1.747 -2.601  -0.018
H: 2.245 1.004 -1.125  0.010
H: 1.787 2.607 -1.594  0.396
C: 2.849 2.442 3.758  -0.708
O: 2.333 3.131 2.611  -0.455
C: 1.980 2.361 1.477  -0.349
C: 0.643 1.496 1.577  0.211
N: 1.009 0.173 2.004  -0.199
C: 1.731 -0.568 0.992  -1.629
C: 1.121 -1.942 0.738  -0.933
O: 0.036 -1.875 -0.124  -0.007
C: -0.461 -3.172 -0.582  -0.147
H: 3.508 1.646 3.412  0.265
H: 2.027 1.875 4.193  0.288
H: 3.316 3.108 4.484  0.255
H: 2.852 1.754 1.232  0.382
H: 1.745 3.019 0.640  0.125
H: 0.174 1.514 0.593  -0.126
H: -0.126 1.856 2.260  0.509
H: 0.148 -0.342 2.129  0.332
H: 2.787 -0.759 1.180  0.420
H: 1.736 -0.186 -0.029  -0.093
H: 0.630 -2.369 1.612  0.575
H: 1.867 -2.600 0.291  0.454
H: 0.165 -3.627 -1.350  0.280
H: -1.488 -3.180 -0.946  0.373
H: -0.467 -3.790 0.317  0.506
C: -2.140 -4.388 0.362  -0.828
O: -3.444 -3.787 0.380  -0.348
C: -3.748 -2.628 1.024  0.167
C: -4.270 -2.924 2.454  -0.632
N: -4.925 -1.800 3.159  -0.328
C: -6.414 -1.734 2.960  -0.841
C: -7.183 -2.630 4.137  -0.501
O: -6.570 -2.555 5.468  -0.356
C: -7.267 -3.276 6.441  -0.763
H: -2.196 -5.376 -0.095  0.245
H: -1.698 -4.514 1.350  0.398
H: -1.427 -3.710 -0.107  -0.693
H: -4.497 -2.163 0.382  0.299
H: -2.867 -2.018 1.222  -0.090
H: -3.420 -3.293 3.028  0.335
H: -4.912 -3.780 2.248  0.205
H: -4.735 -1.835 4.151  0.365
H: -6.870 -1.884 1.981  0.326
H: -6.872 -0.759 3.127  0.375
H: -7.159 -3.687 3.872  0.315
H: -8.233 -2.356 4.243  0.454
H: -6.792 -3.209 7.419  0.279
H: -7.568 -4.283 6.151  0.299
H: -8.140 -2.656 6.646  0.306



According to the calculations, the structures order from most to least stable as *one*, *two*.



*one*
Entry from the OMol25 dataset: 2 unconnected molecules or ions with the total composition CHBrF2OS (ωB97M-V with the def2-TZVPD basis set).

Summary:
**Gap between HOMO and LUMO (spin up / spin down)**: 5.84 / 8.90 eV
**LUMO (spin up / spin down)**: -3.54 / -1.30 eV
**HOMO level (spin up / spin down)**: -9.38 / -10.20 eV

Each line ends with the natural charge from an NBO analysis.
Cartesian coordinates (Å):
C: 0.952 0.263 0.077  0.391
O: 0.471 -2.379 -0.556  -0.775
F: 1.626 0.809 1.076  -0.331
F: 1.592 0.292 -1.099  -0.326
S: 1.254 -1.670 0.432  0.887
Br: 4.535 0.512 -0.120  -0.016
H: -0.136 0.685 0.137  0.170



*two*
Entry from the OMol25 dataset: 2 unconnected molecules or ions with the total composition CHBrF2OS (ωB97M-V with the def2-TZVPD basis set).

Summary:
**Gap between HOMO and LUMO (spin up / spin down)**: 8.33 / 8.30 eV
**LUMO (spin up / spin down)**: -0.83 / -0.87 eV
**HOMO level (spin up / spin down)**: -9.15 / -9.17 eV

Each line ends with the natural charge from an NBO analysis.
Cartesian coordinates (Å):
C: 0.968 0.284 -0.295  0.503
O: -1.311 -1.543 0.938  -0.878
F: 1.694 -0.681 0.310  -0.326
F: 1.208 0.252 -1.616  -0.329
S: -1.317 -0.714 -0.226  1.030
Br: -2.279 1.053 0.640  -0.177
H: 1.037 1.349 0.250  0.178



According to the calculations, the structures order from most to least stable as *two*, *one*.



*one*
Entry from the OMol25 dataset: a molecular structure, C2H6P2 (ωB97M-V with the def2-TZVPD basis set).

Summary:
**Gap between HOMO and LUMO**: 7.27 eV
**LUMO**: -0.33 eV
**HOMO level**: -7.60 eV

Each line ends with the natural charge from an NBO analysis.
Cartesian coordinates (Å):
C: 0.716 0.596 -0.303  -0.637
C: 1.344 -0.739 -0.281  -0.677
P: -2.805 -0.508 -0.252  -0.159
P: -1.021 0.563 -0.037  0.645
H: 1.066 1.359 0.312  0.220
H: 0.936 -1.485 -0.929  0.222
H: 1.294 -1.332 0.617  0.214
H: 2.404 -0.770 -0.362  0.225
H: -1.463 1.792 0.369  -0.044
H: -2.471 0.524 0.865  -0.010



*two*
Entry from the OMol25 dataset: 2 unconnected molecules or ions with the total composition C2H6P2 (ωB97M-V with the def2-TZVPD basis set).

Summary:
**Gap between HOMO and LUMO (spin up / spin down)**: 7.35 / 7.39 eV
**LUMO (spin up / spin down)**: -1.42 / -1.45 eV
**HOMO level (spin up / spin down)**: -8.77 / -8.84 eV

Each line ends with the natural charge from an NBO analysis.
Cartesian coordinates (Å):
C: -0.859 0.382 0.391  -0.479
C: 0.226 1.352 0.724  -0.680
P: 2.132 -1.770 -2.461  0.137
P: -0.991 -1.179 1.144  0.316
H: -0.010 2.395 0.798  0.224
H: 0.851 1.262 -0.180  0.232
H: 0.850 1.056 1.509  0.218
H: 1.510 -2.721 -1.824  -0.136
H: -1.998 -1.440 0.208  -0.049
H: -1.711 0.662 -0.309  0.219



According to the calculations, the structures order from most to least stable as *one*, *two*.



*one*
Entry from the OMol25 dataset: 5 unconnected molecules or ions with the total composition C2H15NO4 (ωB97M-V with the def2-TZVPD basis set).

Summary:
**Gap between HOMO and LUMO**: 10.65 eV
**SMILES**: CCN.O.O.O.O
**LUMO**: 0.68 eV
**HOMO level**: -9.98 eV

Each line ends with the natural charge from an NBO analysis.
Cartesian coordinates (Å):
C: 1.940 -0.736 -0.220  -0.614
C: 0.795 0.126 -0.717  -0.229
N: -0.162 0.351 0.384  -0.865
H: 1.586 -1.737 0.017  0.209
H: 2.683 -0.809 -1.023  0.210
H: 2.512 -0.328 0.615  0.194
H: 1.120 1.050 -1.201  0.173
H: 0.264 -0.428 -1.494  0.185
H: 0.165 1.184 0.846  0.356
H: -0.980 0.742 -0.095  0.392
H: 4.309 1.513 1.051  0.466
H: 5.274 1.873 2.168  0.468
O: 5.231 1.722 1.222  -0.933
H: -3.137 -1.443 -0.450  0.510
H: -4.580 -0.963 -0.566  0.471
O: -3.720 -0.887 -0.993  -0.974
H: -3.268 0.920 -0.571  0.500
H: -3.185 2.410 -0.919  0.470
O: -2.799 1.743 -0.344  -0.981
H: -1.499 -2.612 1.374  0.484
H: -0.914 -1.532 0.369  0.505
O: -1.635 -2.157 0.544  -0.994



*two*
Entry from the OMol25 dataset: 5 unconnected molecules or ions with the total composition C2H15NO4 (ωB97M-V with the def2-TZVPD basis set).

Summary:
**Gap between HOMO and LUMO**: 10.84 eV
**SMILES**: CCN.O.O.O.O
**LUMO**: 0.52 eV
**HOMO level**: -10.32 eV

Each line ends with the natural charge from an NBO analysis.
Cartesian coordinates (Å):
C: -2.776 0.487 -2.945  -0.652
C: -1.331 0.998 -2.410  -0.221
N: -1.473 2.128 -1.404  -0.846
H: -3.327 0.385 -1.991  0.206
H: -2.819 -0.620 -3.189  0.236
H: -3.391 1.349 -3.532  0.218
H: -0.563 1.101 -3.412  0.166
H: -0.942 0.108 -1.910  0.185
H: -1.956 2.971 -2.007  0.353
H: -0.641 2.503 -1.151  0.355
H: -3.569 2.070 0.726  0.461
H: -2.425 2.836 0.813  0.464
O: -3.221 2.752 1.279  -0.926
H: 5.579 -1.756 1.022  0.467
H: 6.058 -2.738 2.139  0.479
O: 6.277 -2.485 1.214  -0.948
H: 4.457 -2.640 4.348  0.468
H: 4.338 -4.128 4.158  0.473
O: 4.221 -3.298 3.739  -0.939
H: -0.371 -0.054 1.706  0.473
H: -1.289 -1.099 1.020  0.468
O: -0.835 -0.870 1.784  -0.941



According to the calculations, the structures order from most to least stable as *one*, *two*.